Here is one molecule with the formula C3HF5O4S2 at a distorted geometry from OMol25. Energies are from wB97M-V/def2-TZVPD.

Computed properties:
HOMO-LUMO gap (alpha / beta): 7.5 / 7.9 eV
E_tot: -46567.682 eV
spin multiplicity: 3
F_max: 0.1312 Eh/bohr

CARTESIAN COORDINATES (ANGSTROEM)
C 1.562 -0.392 -0.233
C 0.809 0.894 -0.532
C -0.124 1.192 0.650
O -0.550 -2.644 1.240
O -0.491 -2.388 -1.222
O -2.271 0.347 -0.907
O -2.611 0.213 1.453
F 2.061 -0.937 -1.317
F 0.168 0.686 -1.766
F 1.589 1.958 -0.798
F 0.150 0.569 1.785
F -0.487 2.460 0.795
S -0.504 -1.821 0.071
S -1.721 0.121 0.312
H 2.420 -0.258 0.469

Results of the Löwdin charge analysis, in e, for atoms 1 through 6: atom 1 (C): -0.126, atom 2 (C): -0.441, atom 3 (C): -0.485, atom 4 (O): -0.309, atom 5 (O): -0.286, atom 6 (O): -0.255